[1]
Computed, not measured: a molecular structure, C17H31N3OP3Sc in a non-equilibrium geometry, with wB97M-V/def2-TZVPD.

Geometry as XYZ:
```
56
Properties=species:S:1:pos:R:3:forces:R:3:mulliken_charge:R:1
Sc -0.2895 -0.3983 -1.0764 0.4185 0.4106 0.0028 -0.284
C 3.5134 -0.6399 -0.8800 -0.0208 0.0031 -0.0025 -1.256
P 2.0585 -1.6411 -1.3185 0.2249 -0.2149 -0.0022 1.076
C 2.5089 -2.4090 -2.9014 -0.0284 0.0295 0.0305 -1.322
C 2.0059 -2.9863 -0.0918 0.0548 -0.0155 -0.0621 0.525
C 2.9347 -4.0214 -0.2062 -0.0140 -0.0270 0.0219 -0.559
C 2.9358 -5.0784 0.6889 -0.0132 0.0015 0.0138 -0.904
C 1.9996 -5.1166 1.7133 0.0304 -0.0290 -0.0190 -0.855
C 1.0810 -4.0894 1.8445 -0.0129 -0.0119 0.0290 -0.670
C 1.0709 -3.0153 0.9546 -0.0402 0.0474 0.1177 0.354
P -0.1254 -1.6680 1.2661 0.0269 -0.2748 0.0316 1.373
C 0.3455 -0.9947 2.8888 0.0024 0.1036 -0.0919 -1.305
C -1.7212 -2.4889 1.5845 0.0891 0.0263 0.0144 -1.423
H 4.3943 -1.2808 -0.8441 0.0343 0.0045 0.0115 0.426
H 3.3814 -0.1737 0.0956 0.0034 0.0061 0.0246 0.362
H 3.6707 0.1366 -1.6289 0.0130 0.0080 -0.0082 0.436
H 3.5074 -2.8382 -2.8496 0.0315 -0.0283 -0.0267 0.438
H 2.5041 -1.6507 -3.6835 0.0037 0.0235 -0.0170 0.424
H 1.7929 -3.1865 -3.1605 -0.0215 -0.0275 -0.0098 0.415
H 3.6702 -4.0133 -1.0009 -0.0205 0.0000 0.0111 0.281
H 3.6643 -5.8719 0.5846 -0.0219 0.0154 0.0040 0.423
H 1.9880 -5.9437 2.4110 0.0020 0.0207 -0.0130 0.434
H 0.3645 -4.1329 2.6567 0.0151 0.0072 -0.0153 0.296
H 0.5436 -1.8253 3.5652 -0.0113 0.0186 0.0626 0.493
H -0.4748 -0.3968 3.2882 0.0087 0.0006 0.0005 0.436
H 1.2367 -0.3721 2.8213 0.0205 -0.0294 -0.0081 0.367
H -1.6893 -3.0380 2.5242 -0.0211 -0.0492 0.0151 0.495
H -1.9543 -3.1737 0.7713 -0.0010 -0.0108 -0.0249 0.383
H -2.5104 -1.7399 1.6492 0.0060 0.0202 0.0174 0.391
C -2.2760 4.8662 -0.7369 -0.0185 -0.0108 0.0070 -0.933
N -2.7398 3.7098 0.0335 0.0532 0.0557 0.0003 0.159
C -2.1180 3.7376 1.3578 0.0696 -0.0790 -0.0603 -0.975
N -0.6511 3.7817 1.3110 -0.0176 0.0491 -0.1069 0.125
C -0.2390 4.9377 0.5034 -0.0465 -0.0805 -0.0227 -0.981
N -0.8176 4.9279 -0.8418 0.0146 0.0086 0.0883 0.160
C -0.2678 3.9041 -1.6907 0.0163 -0.2722 0.0352 -0.768
P -0.6620 2.2089 -0.9647 -0.1960 0.3945 0.4471 0.950
C -2.5001 2.4660 -0.6662 0.2103 0.0652 -0.0442 -0.783
C -0.0832 2.5464 0.8007 -0.1256 0.1971 -0.2138 -0.724
H -2.6168 5.7702 -0.2342 -0.0108 0.0104 0.0118 0.302
H -2.7141 4.8410 -1.7346 -0.0063 -0.0052 -0.0143 0.397
H -2.4349 2.8605 1.9238 -0.0085 -0.0183 0.0190 0.364
H -2.4681 4.6256 1.8809 0.0076 0.0408 0.0060 0.284
H 0.8484 4.9677 0.4341 0.0193 -0.0136 -0.0006 0.397
H -0.5761 5.8408 1.0098 -0.0101 0.0115 0.0158 0.313
H 0.8134 4.0027 -1.7757 0.0459 0.0478 0.0019 0.433
H -0.6975 3.9549 -2.6898 -0.0236 0.0227 -0.0531 0.455
H -2.9006 1.6262 -0.0971 -0.0263 -0.0435 0.0640 0.434
H -2.9993 2.4738 -1.6348 -0.0650 0.0107 -0.0499 0.421
H 1.0059 2.6118 0.7967 0.0674 0.0328 0.0436 0.452
H -0.3632 1.7185 1.4565 -0.0517 -0.0537 0.0376 0.468
C -3.0492 -1.6954 -2.0419 0.1746 0.0818 0.0253 -0.778
O -1.8150 -1.1136 -1.6101 -0.8245 -0.4836 -0.3564 -0.354
H -2.9140 -2.7596 -2.2122 0.0540 -0.0674 -0.0016 0.318
H -3.3654 -1.2203 -2.9655 -0.0118 0.0421 -0.0679 0.324
H -3.8065 -1.5428 -1.2787 -0.0482 0.0290 0.0809 0.287
```
Forces are in eV/Å.

Energy relative to the best compared isomer or geometry (same formula, charge and spin)   3.7 kcal/mol
Gap between HOMO and LUMO   7.362 eV
Highest occupied orbital energy   -13.95 eV
Charge   +2

[2]
Computed, not measured: a molecular structure, C35H39Br3N10O3PYb, with wB97M-V/def2-TZVPD.

Geometry as XYZ:
```
92
Properties=species:S:1:pos:R:3:forces:R:3:mulliken_charge:R:1
Yb 0.3118 -0.2410 0.0892 0.2699 0.3251 0.4307 0.351
O 0.8603 -1.7660 -3.9353 -0.0559 0.0623 0.0467 -0.630
C 0.6909 -1.0303 -2.9936 0.0564 -0.0355 -0.1265 -0.515
N 0.1028 -1.3650 -1.7970 -0.2623 0.1537 0.0618 0.749
C -0.7555 -2.4488 -1.7803 -0.1348 -0.2558 -0.1364 -0.149
O -1.6010 -2.7140 -2.6011 0.2183 0.0072 0.0635 -0.568
C -0.6131 -3.2929 -0.5371 -0.0336 -0.1665 -0.0147 0.710
C -1.0386 -4.6097 -0.5673 0.0067 0.0733 0.0127 -1.119
C -0.8767 -5.3845 0.5687 0.0035 0.0600 -0.0119 -0.708
C -0.3280 -4.7973 1.6974 0.0101 0.0679 -0.0116 -1.099
C 0.0400 -3.4644 1.6487 -0.0919 0.0113 0.0289 -0.191
N -0.0838 -2.7097 0.5516 0.1182 0.1157 -0.3362 0.681
C 1.1644 0.4022 -3.0653 0.0294 0.0727 -0.0756 0.908
C 1.6081 0.8784 -4.2914 -0.0303 -0.0216 0.0417 -0.718
C 1.9197 2.2193 -4.4192 -0.0035 -0.0273 0.0413 -0.934
C 1.7673 3.0408 -3.3106 -0.0475 -0.0483 0.0543 -1.474
C 1.3347 2.4761 -2.1244 0.0984 -0.0365 0.0151 -0.774
N 1.0526 1.1769 -1.9766 -0.0925 -0.2489 0.0503 1.430
H -1.4762 -4.9923 -1.4777 -0.0047 -0.0116 -0.0192 0.629
H -1.1757 -6.4221 0.5758 -0.0203 -0.0641 -0.0008 0.482
H -0.1870 -5.3567 2.6101 0.0062 -0.0180 0.0356 0.566
H 0.4420 -2.9835 2.5268 0.0270 0.0287 0.0630 0.449
H 1.6690 0.1826 -5.1157 0.0078 -0.0096 -0.0098 0.679
H 2.2546 2.6219 -5.3642 0.0161 0.0185 -0.0424 0.478
H 1.9691 4.1010 -3.3612 0.0018 0.0362 0.0006 0.624
H 1.2036 3.1057 -1.2553 -0.0333 0.0031 -0.0295 0.556
C 0.7600 -0.0549 4.1402 -0.0399 0.0153 0.0351 -1.087
C 1.6956 -1.0403 3.5206 0.0531 -0.0431 0.0033 0.529
C 2.3697 -1.9711 4.3407 0.0313 0.0207 -0.0557 -0.978
C 3.2438 -2.8592 3.7862 -0.0159 0.0068 0.0028 -1.343
C 3.5201 -2.7882 2.4047 -0.0189 0.0339 -0.0615 1.254
C 4.4559 -3.6159 1.7251 0.0180 -0.0096 -0.0950 -0.023
Br 5.3528 -4.9876 2.6534 -0.0259 0.0520 -0.0329 -0.149
C 4.7221 -3.4328 0.3968 -0.0664 0.0179 0.1575 -0.163
C 4.0702 -2.4041 -0.3125 -0.1053 0.0204 -0.0552 0.472
Br 4.4698 -2.1254 -2.1278 -0.0013 -0.0093 0.0662 -0.110
C 3.1410 -1.6085 0.3018 0.2558 -0.4167 0.1151 -0.778
O 2.5099 -0.5904 -0.3512 -0.0075 -0.0302 0.0198 1.087
C 2.8332 -1.7997 1.6662 0.0270 -0.1189 0.0289 -0.367
N 1.8740 -0.9869 2.2115 -0.0150 0.0849 -0.0165 1.027
H 0.4240 -0.3775 5.1232 -0.0220 -0.0018 -0.0062 0.539
H -0.1070 0.0806 3.5030 -0.0303 0.0340 -0.0209 -0.404
H 1.2619 0.9079 4.2676 0.0192 0.0070 0.0096 0.315
H 2.1769 -1.9762 5.4036 -0.0219 0.0035 0.0194 0.552
H 3.7446 -3.5992 4.3952 0.0097 -0.0052 0.0041 0.453
H 5.4331 -4.0639 -0.1142 0.0399 -0.0137 -0.0236 0.505
Br -4.9344 -3.0812 0.4160 0.0377 0.0423 0.0324 -0.068
C -3.9541 -1.8131 1.3920 0.0267 0.0464 -0.0224 -0.457
C -4.4079 -1.3117 2.6027 0.0764 -0.0315 -0.0909 -0.280
C -3.6393 -0.3433 3.2271 0.0543 0.0171 -0.0745 -1.311
C -2.4485 0.0562 2.6439 -0.0964 0.1053 -0.1015 -0.512
N -1.9894 -0.4418 1.4875 0.2648 -0.1792 0.1470 0.605
C -2.7573 -1.3467 0.8713 -0.1334 0.0118 0.0210 -0.274
H -5.3396 -1.6540 3.0291 -0.0365 -0.0113 0.0136 0.524
H -3.9619 0.1057 4.1546 0.0004 0.0151 0.0408 0.474
H -1.8640 0.8378 3.1086 0.0267 0.0061 0.0315 0.742
H -2.4439 -1.6999 -0.1026 -0.0044 -0.0182 0.0319 0.524
N 4.1254 1.4768 -0.4047 -0.0465 -0.3780 -0.0368 -0.484
C 3.6150 2.5916 0.4024 0.0427 0.1622 0.2169 -0.855
C 2.7300 2.1755 1.5799 0.2232 0.0583 -0.1482 -0.527
N 1.3236 1.9233 1.1776 -0.6001 -0.0733 0.0530 -0.468
H 4.4183 1.8120 -1.3184 -0.0680 -0.0970 0.0189 0.233
H 3.1737 0.1891 -0.4481 -0.0623 0.5805 -0.2669 -0.488
H 4.9554 1.0783 0.0201 0.1448 0.0568 0.0762 0.326
H 3.0528 3.2388 -0.2730 0.0307 0.0564 0.1762 0.264
H 4.4310 3.1988 0.8033 -0.0031 -0.0514 -0.0460 0.495
H 2.7750 2.9882 2.3127 -0.0824 -0.0995 -0.0412 0.611
H 3.0991 1.2719 2.0690 0.1143 0.0381 -0.0959 0.142
H 0.9947 2.7607 0.6965 -0.0667 -0.1180 0.0794 0.189
H 0.7727 1.9051 2.0402 0.1027 0.0401 -0.1174 0.227
C -4.2673 3.4830 -0.8898 -0.1011 0.0731 0.0874 -0.991
N -4.5361 2.1273 -1.3547 -0.0291 0.0474 -0.0136 0.194
C -4.3713 2.0863 -2.8054 -0.1150 -0.0389 -0.0983 -0.985
N -3.0543 2.5339 -3.2446 -0.0329 0.0319 -0.0046 0.185
C -2.8143 3.8758 -2.7264 0.0193 0.1139 -0.0909 -1.016
N -2.9470 3.9795 -1.2727 -0.0325 0.0116 -0.0157 0.191
C -1.8908 3.2635 -0.5850 0.0811 -0.1190 0.0721 -1.428
P -1.8740 1.4397 -0.9975 -0.1254 0.1537 -0.1389 2.537
C -3.6993 1.1496 -0.6911 0.1362 -0.1291 0.0670 -1.322
C -2.0098 1.6080 -2.8538 0.0943 -0.1586 0.0811 -1.297
H -4.3647 3.5204 0.1976 -0.0042 0.0031 -0.0126 0.384
H -5.0161 4.1460 -1.3248 0.0028 -0.0034 0.0074 0.332
H -5.1208 2.7426 -3.2495 0.0013 -0.0102 -0.0015 0.330
H -4.5461 1.0700 -3.1622 0.0000 0.0075 -0.0011 0.410
H -3.5429 4.5508 -3.1777 0.0154 -0.0080 0.0050 0.280
H -1.8143 4.2033 -3.0202 -0.0014 0.0000 -0.0044 0.405
H -2.0185 3.3788 0.4974 0.0055 0.0166 -0.0338 0.406
H -0.9278 3.7058 -0.8547 0.0018 0.0155 0.0028 0.310
H -3.8913 1.1745 0.3862 -0.0083 -0.0059 -0.0366 0.370
H -3.9547 0.1501 -1.0566 -0.0133 0.0281 0.0274 0.414
H -2.2147 0.6147 -3.2669 0.0191 0.0370 -0.0073 0.477
H -1.0571 1.9450 -3.2645 -0.0020 0.0147 -0.0137 0.439
```
Forces are in eV/Å.

Multiplicity   2
Energy relative to the best compared isomer or geometry (same formula, charge and spin)   19.7 kcal/mol
Gap between HOMO and LUMO (alpha / beta)   7.350 / 7.244 eV
Highest occupied orbital energy (alpha / beta)   -12.84 / -12.84 eV
Charge   +2